Record 1
Entry from the OMol25 dataset: a molecular structure, C41H35BrN4O3PSTa (ωB97M-V with the def2-TZVPD basis set).

CARTESIAN COORDINATES (ANGSTROEM)
Ta1 0.65 0.04 -0.52
Br1 4.43 -6.41 -1.06
C1 3.27 -4.96 -0.73
C2 1.89 -5.15 -0.76
C3 1.03 -4.10 -0.50
C4 1.54 -2.84 -0.23
O1 0.69 -1.82 0.05
C5 2.92 -2.64 -0.23
C6 3.46 -1.38 0.22
N1 2.81 -0.27 0.26
C7 3.29 0.76 1.12
C8 4.56 1.26 1.14
C9 4.92 2.20 2.13
C10 4.02 2.59 3.08
C11 2.70 2.06 3.08
C12 1.73 2.37 4.06
C13 0.50 1.79 3.98
C14 0.21 0.92 2.90
N2 1.08 0.62 1.97
C15 2.33 1.16 2.07
C16 3.79 -3.72 -0.45
H1 1.49 -6.14 -0.97
H2 -0.04 -4.25 -0.52
H3 4.45 -1.40 0.67
H4 5.29 0.93 0.41
H5 5.93 2.59 2.14
H6 4.30 3.30 3.85
H7 1.97 3.05 4.86
H8 -0.27 1.99 4.72
H9 -0.77 0.48 2.82
H10 4.86 -3.57 -0.41
N3 2.08 -1.77 -3.63
N4 0.84 -2.34 -3.32
C17 -0.12 -1.71 -2.61
O2 -1.11 -2.26 -2.24
O3 0.16 -0.38 -2.29
H11 2.14 -1.62 -4.63
H12 2.81 -2.43 -3.37
H13 0.59 -3.26 -3.66
C18 -5.30 -1.27 -2.84
C19 -5.25 -1.91 -1.61
C20 -4.21 -1.65 -0.73
C21 -3.23 -0.74 -1.08
C22 -3.27 -0.10 -2.32
C23 -4.30 -0.36 -3.20
P1 -1.95 -0.23 0.09
C24 -2.24 -1.17 1.61
C25 -1.85 -2.51 1.63
C26 -2.12 -3.30 2.73
C27 -2.80 -2.77 3.82
C28 -3.20 -1.44 3.80
C29 -2.93 -0.64 2.70
C30 -2.40 1.49 0.39
C31 -3.70 1.85 0.63
C32 -4.04 3.19 0.88
C33 -3.06 4.14 0.88
C34 -1.71 3.80 0.62
C35 -0.70 4.79 0.63
C36 0.60 4.45 0.40
C37 0.93 3.11 0.10
C38 -0.01 2.10 0.01
C39 -1.36 2.46 0.34
H14 -6.11 -1.47 -3.52
H15 -6.03 -2.61 -1.34
H16 -4.18 -2.15 0.23
H17 -2.49 0.61 -2.59
H18 -4.34 0.13 -4.16
H19 -1.35 -2.93 0.76
H20 -1.81 -4.34 2.74
H21 -3.03 -3.39 4.67
H22 -3.74 -1.02 4.65
H23 -3.24 0.40 2.70
H24 -4.48 1.10 0.61
H25 -5.07 3.46 1.06
H26 -3.30 5.18 1.08
H27 -0.97 5.82 0.84
H28 1.38 5.20 0.44
H29 1.98 2.91 -0.04
C40 3.30 1.22 -3.50
S1 2.14 1.87 -2.28
C41 0.80 2.35 -3.36
H30 2.83 0.43 -4.08
H31 4.16 0.83 -2.97
H32 3.60 2.05 -4.13
H33 1.18 3.08 -4.08
H34 0.03 2.81 -2.75
H35 0.40 1.48 -3.88

For the lowest unoccupied orbital energy, the calculation gives -0.2291 hartree. For the frontier orbital gap, the calculation gives 6.821 eV. Its net charge is +2.

Record 2
Entry from the OMol25 dataset: a molecular structure, C41H35Cl5N5P2STb (ωB97M-V with the def2-TZVPD basis set).

CARTESIAN COORDINATES (ANGSTROEM)
Tb1 0.62 0.80 -0.30
C1 6.30 1.22 1.94
C2 4.96 1.34 2.53
N1 4.71 1.42 3.79
N2 3.37 1.51 3.92
C3 2.75 1.48 2.73
S1 1.11 1.55 2.45
N3 3.76 1.36 1.81
N4 3.55 1.33 0.43
H1 7.01 1.23 2.77
H2 6.53 2.05 1.27
H3 6.42 0.28 1.40
H4 2.95 1.61 4.83
H5 3.59 2.29 0.05
H6 4.33 0.82 0.00
Cl1 0.34 0.16 -3.46
C4 0.83 1.84 -3.37
C5 1.18 2.23 -2.08
C6 1.44 3.58 -1.92
Cl2 1.67 4.05 -0.26
C7 1.43 4.51 -2.96
Cl3 1.77 6.17 -2.69
C8 1.13 4.04 -4.25
Cl4 1.13 5.14 -5.56
C9 0.80 2.69 -4.46
Cl5 0.37 2.14 -6.03
C10 -0.96 -2.39 0.89
N5 -1.81 -1.54 0.06
C11 -2.71 -0.64 0.78
P1 -2.01 1.11 0.65
C12 -3.09 1.90 -0.58
C13 -2.50 2.42 -1.73
C14 -3.28 3.06 -2.68
C15 -4.65 3.18 -2.47
C16 -5.24 2.66 -1.33
C17 -4.46 2.02 -0.38
C18 -2.43 1.90 2.23
C19 -2.97 3.18 2.27
C20 -3.17 3.80 3.50
C21 -2.81 3.16 4.67
C22 -2.26 1.89 4.63
C23 -2.06 1.26 3.41
C24 -2.47 -2.21 -1.02
C25 -3.07 -3.46 -0.87
C26 -3.73 -4.04 -1.94
C27 -3.79 -3.38 -3.16
C28 -3.21 -2.13 -3.30
C29 -2.56 -1.54 -2.23
P2 0.78 -1.79 0.62
C30 1.80 -2.79 1.74
C31 2.07 -2.26 3.00
C32 2.88 -2.95 3.88
C33 3.43 -4.17 3.50
C34 3.14 -4.70 2.25
C35 2.34 -4.02 1.36
C36 1.24 -2.40 -1.05
C37 0.61 -3.40 -1.78
C38 1.11 -3.76 -3.02
C39 2.23 -3.14 -3.54
C40 2.86 -2.13 -2.83
C41 2.36 -1.76 -1.59
H7 -1.02 -3.45 0.62
H8 -1.18 -2.30 1.96
H9 -2.83 -0.92 1.83
H10 -3.70 -0.64 0.31
H11 -1.43 2.34 -1.87
H12 -2.82 3.46 -3.56
H13 -5.26 3.69 -3.20
H14 -6.30 2.77 -1.17
H15 -4.92 1.62 0.52
H16 -3.24 3.69 1.36
H17 -3.58 4.80 3.53
H18 -2.95 3.65 5.62
H19 -1.97 1.39 5.54
H20 -1.61 0.28 3.38
H21 -3.04 -3.98 0.07
H22 -4.20 -5.00 -1.81
H23 -4.30 -3.84 -3.99
H24 -3.27 -1.61 -4.24
H25 -2.13 -0.55 -2.32
H26 1.63 -1.31 3.28
H27 3.10 -2.54 4.85
H28 4.07 -4.70 4.18
H29 3.56 -5.66 1.97
H30 2.13 -4.42 0.38
H31 -0.26 -3.90 -1.40
H32 0.62 -4.54 -3.59
H33 2.61 -3.43 -4.51
H34 3.73 -1.64 -3.23
H35 2.87 -0.99 -1.00

For the lowest unoccupied orbital energy (spin up / spin down), the calculation gives -0.2075 / -0.1962 hartree. For the frontier orbital gap (spin up / spin down), the calculation gives 7.842 / 8.145 eV. Its net charge is +2. Its spin multiplicity is 7. The expectation value of S² is 12.699.

What did we get for ΔE to the lowest compared entry with this formula, charge and spin? Answer: 22.69, 4.98 kcal per mole, in the order shown.